{"formula": "C53H124N10O9", "method": "ωB97M-V with the def2-TZVPD basis set", "lumo_ha": 0.014, "largest_force_ha_per_bohr": 0.1156, "smiles": "CC1(C)CCCC(C)(C)N1O.CC1(C)CCCC(C)(C)N1O.CC1(C)CCCC(C)(C)N1O.CC1(C)CCCC(C)(C)N1O.COC[C@H](C)N.COC[C@H](C)N.COC[C@H](C)N.COC[C@H](C)N.NC(N)=O", "homo_ev": -8.2, "molar_mass_g_mol": 1045.6, "e_above_lowest_ev": 5.463, "multiplicity": 1, "energy_ha": -3318.01972, "elements": ["O", "O", "O", "O", "O", "O", "O", "O", "O", "N", "N", "N", "N", "N", "N", "N", "N", "N", "N", "C", "C", "C", "C", "C", "C", "C", "C", "C", "C", "C", "C", "C", "C", "C", "C", "C", "C", "C", "C", "C", "C", "C", "C", "C", "C", "C", "C", "C", "C", "C", "C", "C", "C", "C", "C", "C", "C", "C", "C", "C", "C", "C", "C", "C", "C", "C", "C", "C", "C", "C", "C", "C", "H", "H", "H", "H", "H", "H", "H", "H", "H", "H", "H", "H", "H", "H", "H", "H", "H", "H", "H", "H", "H", "H", "H", "H", "H", "H", "H", "H", "H", "H", "H", "H", "H", "H", "H", "H", "H", "H", "H", "H", "H", "H", "H", "H", "H", "H", "H", "H", "H", "H", "H", "H", "H", "H", "H", "H", "H", "H", "H", "H", "H", "H", "H", "H", "H", "H", "H", "H", "H", "H", "H", "H", "H", "H", "H", "H", "H", "H", "H", "H", "H", "H", "H", "H", "H", "H", "H", "H", "H", "H", "H", "H", "H", "H", "H", "H", "H", "H", "H", "H", "H", "H", "H", "H", "H", "H", "H", "H", "H", "H", "H", "H", "H", "H", "H", "H", "H", "H", "H", "H", "H", "H", "H", "H"], "coordinates": [[8.3568, -6.1330, -2.3980], [3.7950, 1.1570, 1.3397], [1.6498, 8.0329, 5.3555], [-7.1978, 2.9531, 4.7253], [-1.7713, 10.3694, -1.3465], [3.7822, -8.1688, 6.0953], [5.0829, -1.0494, -9.1593], [10.6314, -1.6451, 3.3842], [-6.9144, -9.9216, -3.0302], [-6.1243, -10.1268, -1.7957], [-1.8567, 11.1566, -2.4550], [9.1606, 0.1223, 3.7889], [2.9378, -6.3418, 9.1927], [5.6356, -4.4778, -10.3939], [8.5781, -1.5048, 2.6324], [-8.3014, 3.4685, 4.0427], [2.8886, 0.1595, 1.1143], [3.1011, 7.2381, 2.9292], [8.3080, -7.2905, -5.4871], [1.7104, -1.2246, -0.5759], [-1.2272, 10.5635, -3.6218], [-4.7984, -10.8129, -1.9049], [9.5678, -1.0127, 3.3283], [5.0427, 8.2247, 3.7380], [3.7371, 7.5721, 4.2210], [0.8562, 8.7631, 6.2937], [4.0327, -7.1436, 7.1158], [1.1338, -1.5317, 1.8438], [-10.6040, 3.1052, 3.2280], [1.9464, -0.1762, 2.1921], [9.4279, -5.5411, -3.1801], [-8.8747, 1.2740, 2.6937], [2.8147, -7.1715, 8.0569], [-5.0880, -12.0748, -2.7043], [-5.7165, -7.7123, -1.0769], [5.8428, -0.0266, -8.6331], [-1.2623, 12.8274, -4.7015], [-9.2993, 5.2525, 2.5087], [-4.2573, -11.3399, -0.5676], [-1.6210, 11.3578, -4.9061], [-9.6758, 1.6947, 5.0940], [-1.9474, 13.3529, -3.4410], [-9.3210, 2.3597, 3.7234], [3.6111, 0.0960, -1.3254], [0.3343, 10.4510, -3.3927], [-10.3663, 4.1944, 2.1585], [2.4547, 0.0995, -0.3197], [1.5149, 1.2755, -0.7889], [3.7034, -3.7329, -9.0004], [-5.8477, -9.7338, 0.6488], [-4.4535, -10.2977, 0.5864], [4.6226, -8.0630, 5.0195], [0.5687, -1.5225, 0.4400], [2.9315, 8.5341, 5.0377], [5.7987, -2.2898, -9.3869], [-7.9545, 4.5077, 2.9955], [-1.8043, 9.1824, -3.9391], [-1.6415, 12.6260, -2.1682], [-6.3645, -9.1191, -0.7288], [-7.1732, 5.6144, 3.7046], [7.6610, -7.6147, -4.2305], [-7.1018, 3.8753, 1.8260], [-2.7511, 13.0633, -1.0985], [-7.8141, -9.0182, -0.3540], [-3.7932, -9.8839, -2.6304], [-0.3349, 13.1353, -1.6343], [0.9651, 0.9567, 2.7025], [2.7522, -0.5508, 3.5142], [4.7957, -3.3207, -9.9957], [8.3387, -8.8573, -3.6693], [1.4757, -6.7406, 7.4800], [7.2949, -6.5171, -3.2901], [5.5203, 7.5363, 3.0408], [4.9286, -7.3892, 7.6861], [1.4464, 1.4431, -1.8637], [-11.2489, 4.7258, 1.8023], [3.8125, -6.4739, 9.6802], [4.2036, -6.1693, 6.6580], [7.6989, -1.0103, 2.5825], [-3.6280, 12.4793, -1.3778], [10.0396, -4.9132, -2.5323], [3.4973, 0.1517, 3.8876], [0.7990, 10.4329, -4.3785], [-0.4862, 14.1578, -1.2881], [1.2036, -7.4424, 6.6916], [-7.8056, 6.0759, 4.4630], [-7.5652, 2.9949, 5.6112], [3.4694, 8.6009, 5.9834], [1.6011, 1.8024, 2.9642], [2.7411, -8.1588, 8.5127], [-11.2381, 2.3572, 2.7521], [6.0663, -4.9423, -9.6072], [-7.5939, -10.5985, -3.0707], [4.3968, -8.7539, 4.2072], [3.3159, 1.9678, 1.1535], [2.1594, 7.2232, 3.2940], [-6.4462, -10.5174, 1.1134], [-1.5666, 13.3873, -5.5859], [-5.7951, -8.9074, 1.3576], [6.7377, -8.0160, -4.6483], [0.4666, 13.2215, -2.3679], [6.8486, -5.6859, -3.8361], [4.4080, -0.5713, -0.9970], [0.2874, 1.3248, 1.9323], [-1.7173, 14.3981, -3.2342], [4.5353, -7.1268, 4.4683], [-4.2042, -10.6297, 1.5943], [-2.9949, -10.3718, -3.1897], [-1.0498, 10.9554, -5.7427], [3.1945, -2.8475, -8.6195], [2.4600, -1.9659, -0.2993], [1.3445, 8.6092, 7.2561], [-1.5370, 8.5161, -3.1190], [-3.4112, -8.9830, -2.1503], [-10.0172, 3.6172, 1.3023], [-2.8940, 9.1644, -3.9560], [3.0416, -4.4759, -9.4455], [-8.2967, -9.9956, -0.3601], [-9.4749, 0.3655, 2.6448], [-2.9087, 14.1399, -1.1624], [0.5905, -6.6920, 8.1142], [-2.5777, 12.8194, -0.0504], [3.1579, 8.0256, 2.2995], [9.7631, 0.6393, 4.4131], [2.2240, -6.6066, 9.8564], [4.0265, 6.7661, 4.8954], [-8.7348, 1.6411, 1.6770], [-4.6243, -12.3346, -0.3145], [-9.5710, 6.0448, 3.2063], [8.6661, -2.4278, 2.2318], [-10.4675, 0.9768, 4.8801], [-6.3466, 4.5861, 1.4902], [-0.1227, 8.2837, 6.2975], [4.3005, -2.8405, -10.8397], [0.4653, 1.2728, -0.4947], [6.6216, 0.3834, -9.2761], [-4.4220, -9.4060, -3.3816], [8.2130, 0.4566, 3.6866], [-6.5638, 2.9680, 2.1003], [6.5333, -2.0822, -10.1649], [-8.1039, -8.5718, 0.5972], [9.9122, -6.4126, -3.6207], [0.3794, 0.6122, 3.5548], [-5.7196, -7.5037, -2.1467], [-0.0573, 12.4308, -0.8503], [-1.4278, 8.7781, -4.8787], [2.0615, -0.9041, 4.2798], [-0.2873, -0.8502, 0.3814], [-6.9108, 6.4624, 3.0720], [-5.7096, -12.7988, -2.1776], [-9.0006, 1.0774, 5.6865], [1.5813, -1.4606, -1.6322], [-8.3127, -8.5222, -1.1868], [1.9296, 2.2639, -0.5908], [6.3577, -4.1731, -11.0309], [5.7992, 8.5243, 4.4632], [6.2554, -0.3365, -7.6729], [-5.5662, -11.9658, -3.6777], [5.2453, 0.8764, -8.5071], [9.2703, -8.6056, -3.1625], [-11.0875, 3.5378, 4.1039], [4.0825, 1.0734, -1.4284], [9.2586, -7.0982, -5.2052], [0.1910, -1.6718, 2.3725], [7.7306, -9.2398, -2.8496], [9.0471, -4.8166, -3.8999], [-7.9366, 0.8613, 3.0649], [-4.6819, -7.7759, -0.7397], [3.1639, -0.2084, -2.2717], [-4.1402, -12.5602, -2.9370], [8.3033, -8.1290, -6.0501], [6.5495, -6.8867, -2.5859], [-3.0048, 13.2622, -3.6896], [0.8691, 11.2418, -2.8666], [6.3011, -2.5505, -8.4553], [-6.2093, -6.8933, -0.5531], [4.8943, 9.1474, 3.1771], [4.1748, -4.0520, -8.0709], [-3.2015, -11.5825, -0.6883], [0.8180, 9.8220, 6.0384], [-3.8158, -9.4424, 0.3630], [-0.1867, 12.9918, -4.7649], [2.8782, 9.5831, 4.7466], [3.2737, -1.4864, 3.3124], [-2.5980, 9.8815, -1.3478], [0.2785, -2.5657, 0.3154], [5.6738, -8.2155, 5.2639], [8.5542, -9.4948, -4.5267], [-2.6787, 11.2138, -5.1269], [1.4737, -5.7461, 7.0338], [0.6222, 9.5031, -2.9380], [-10.1008, 2.4093, 5.7988], [-9.1162, 5.6435, 1.5079], [-7.6372, 3.4135, 0.9964], [1.7851, -2.3974, 1.9644], [-6.2842, 5.2038, 4.1835]], "mulliken_charge": [-0.38, -0.42, -0.34, -0.46, -0.48, -0.30, -0.30, -0.67, -0.47, 0.31, 0.26, -0.35, -0.76, -0.68, -0.35, 0.16, 0.24, -0.72, -0.60, -1.41, 1.62, 1.66, 0.69, -1.56, 0.52, -0.71, -0.71, -1.02, -1.01, 1.23, -0.59, -1.69, 0.64, -2.06, -1.59, -0.75, -0.72, -0.92, -1.24, -1.28, -2.04, -1.16, 1.52, -1.93, -1.58, -0.80, 1.49, -1.54, -1.35, -1.15, -0.84, -0.80, -0.71, -0.75, -0.67, 1.33, -2.07, 1.59, 1.49, -1.92, 0.20, -1.64, -1.80, -1.99, -1.69, -1.89, -1.63, -1.68, 0.42, -1.26, -1.40, -0.71, 0.37, 0.34, 0.43, 0.38, 0.23, 0.37, 0.12, 0.46, 0.27, 0.32, 0.37, 0.46, 0.33, 0.47, 0.37, 0.35, 0.42, 0.20, 0.41, 0.26, 0.32, 0.28, 0.36, 0.34, 0.45, 0.40, 0.45, 0.34, 0.35, 0.38, 0.44, 0.30, 0.48, 0.33, 0.40, 0.39, 0.46, 0.35, 0.45, 0.29, 0.48, 0.31, 0.31, 0.43, 0.33, 0.46, 0.42, 0.40, 0.38, 0.34, 0.27, 0.21, 0.26, 0.25, 0.27, 0.46, 0.41, 0.19, 0.45, 0.41, 0.23, 0.26, 0.26, 0.29, 0.40, 0.16, 0.36, 0.33, 0.38, 0.08, 0.43, 0.31, 0.44, 0.39, 0.41, 0.37, 0.43, 0.45, 0.42, 0.41, 0.43, 0.43, 0.27, 0.40, 0.31, 0.42, 0.26, 0.26, 0.44, 0.36, 0.27, 0.30, 0.35, 0.32, 0.39, 0.29, 0.43, 0.45, 0.26, 0.37, 0.34, 0.29, 0.37, 0.43, 0.37, 0.31, 0.47, 0.30, 0.31, 0.33, 0.39, 0.44, 0.35, 0.39, 0.30, 0.42, 0.37, 0.33, 0.35, 0.45, 0.34, 0.32, 0.42, 0.41]}